{"formula": "C28H33F3Ge2MgN2O7S", "method": "ωB97M-V/def2-TZVPD", "species": ["Mg", "N", "C", "C", "O", "N", "C", "C", "O", "O", "H", "H", "H", "H", "H", "H", "F", "C", "F", "F", "S", "O", "O", "O", "C", "C", "O", "C", "C", "C", "C", "C", "C", "H", "H", "H", "H", "H", "H", "H", "H", "C", "Ge", "C", "C", "Ge", "C", "C", "C", "C", "C", "C", "C", "C", "C", "C", "C", "C", "H", "H", "H", "H", "H", "H", "H", "H", "H", "H", "H", "H", "H", "H", "H", "H", "H", "H", "H"], "coordinates": [[-2.720, 0.112, -0.417], [-4.521, 0.849, -1.348], [-4.558, 2.322, -1.071], [-3.757, 2.760, 0.150], [-4.201, 3.686, 0.887], [-2.599, 2.009, 0.381], [-1.741, 2.694, 1.286], [-0.343, 2.065, 1.221], [0.278, 1.866, 2.289], [0.201, 1.858, -0.027], [-5.357, 0.450, -0.943], [-4.629, 0.693, -2.392], [-4.397, 2.840, -2.027], [-5.610, 2.511, -0.875], [-1.705, 3.814, 1.097], [-2.168, 2.492, 2.294], [-1.700, -1.340, -5.039], [-2.075, -1.679, -3.829], [-3.445, -1.405, -3.645], [-1.943, -3.010, -3.710], [-1.094, -0.749, -2.493], [-1.672, 0.613, -2.229], [0.269, -0.742, -2.967], [-1.459, -1.506, -1.259], [-4.524, -3.275, -0.689], [-3.619, -2.726, 0.403], [-3.567, -1.478, 0.549], [-2.885, -3.598, 1.269], [-2.172, -3.003, 2.349], [-1.596, -3.752, 3.398], [-1.486, -5.125, 3.162], [-2.087, -5.760, 2.075], [-2.874, -5.012, 1.203], [-4.992, -2.445, -1.254], [-5.271, -3.819, -0.187], [-3.992, -3.911, -1.355], [-2.191, -1.894, 2.345], [-1.184, -3.287, 4.298], [-1.004, -5.720, 3.916], [-1.774, -6.803, 1.788], [-3.417, -5.554, 0.447], [1.594, -1.861, 0.092], [2.018, -0.620, 1.521], [3.997, -0.867, 1.820], [1.086, -0.833, 3.227], [1.979, 1.331, 0.117], [2.289, 1.273, -1.833], [3.446, 0.693, -2.365], [3.818, 1.071, -3.703], [3.093, 2.058, -4.339], [1.957, 2.601, -3.754], [1.465, 2.137, -2.573], [3.337, 2.610, 0.750], [3.426, 2.840, 2.086], [4.215, 3.832, 2.625], [5.130, 4.393, 1.832], [5.215, 4.079, 0.450], [4.294, 3.188, -0.086], [0.675, -2.407, 0.297], [2.520, -2.414, -0.013], [1.382, -1.529, -0.955], [4.434, -1.131, 0.866], [4.103, -1.610, 2.611], [4.386, 0.115, 2.029], [0.979, -1.906, 3.420], [0.007, -0.526, 3.103], [1.553, -0.308, 4.059], [4.052, 0.003, -1.743], [4.732, 0.684, -4.043], [3.427, 2.383, -5.302], [1.375, 3.285, -4.314], [0.484, 2.442, -2.284], [2.760, 2.309, 2.775], [4.150, 4.197, 3.620], [5.824, 5.071, 2.260], [6.014, 4.455, -0.168], [4.365, 2.919, -1.135]], "atomic_forces_ev_per_a": [[-0.19, -0.72, 0.14], [0.11, 0.01, -1.68], [-1.63, -0.60, -0.50], [1.02, -0.39, 1.57], [1.07, -1.31, -1.79], [-2.69, 1.55, -1.89], [0.07, -0.57, 0.80], [1.21, 0.74, 1.19], [-0.88, 0.35, -2.64], [-0.84, 0.66, 2.69], [0.10, -0.27, 0.17], [0.41, 0.17, 1.75], [0.75, 0.18, 0.61], [-0.06, 0.58, 0.34], [0.13, -1.23, 0.26], [0.89, 0.68, -0.16], [-0.21, 0.33, -0.26], [-1.47, -0.11, 1.20], [1.92, -0.18, -0.49], [0.09, 0.81, 0.13], [-0.05, 0.98, 1.95], [0.21, -1.45, -1.49], [-1.15, -0.51, 0.07], [0.65, 0.23, -1.46], [0.64, 1.63, 0.37], [0.23, -2.35, -0.40], [0.30, 3.41, 0.01], [-0.43, 0.38, 0.23], [0.23, 0.79, 1.23], [-0.51, 0.50, -2.07], [0.06, -0.39, 0.99], [0.43, -0.01, -0.86], [0.52, -0.68, 0.01], [0.33, -0.43, 0.33], [-1.33, -1.01, 0.34], [0.42, -0.68, -0.72], [0.03, -0.84, 0.35], [-0.07, -0.11, -0.42], [0.36, -0.32, 0.13], [-0.87, 0.96, 0.69], [-0.04, 0.09, -0.40], [-0.71, -0.23, -1.17], [0.97, 0.25, -0.48], [-1.40, 0.28, -0.28], [-1.75, -0.24, -0.64], [0.24, -0.47, -0.26], [0.05, -0.49, 1.13], [-0.47, 0.95, -0.98], [-0.99, -0.04, 2.74], [0.60, -0.40, 0.16], [-0.06, -0.64, -0.94], [1.13, -0.40, 0.00], [-0.21, -0.51, -1.11], [-1.75, -0.09, 1.91], [-0.37, -0.66, 0.28], [1.51, 0.82, -2.62], [-0.24, -0.57, 0.92], [0.40, 0.53, -0.08], [0.35, -0.78, 0.30], [-0.21, -0.93, 0.15], [0.34, 0.63, 1.02], [0.16, -0.56, -0.10], [0.52, 0.13, -0.13], [0.37, 0.21, 0.70], [0.47, 0.03, 0.13], [1.23, 0.09, 0.24], [-0.06, 0.00, -0.14], [-0.31, 0.51, -0.61], [0.94, -0.48, -0.97], [0.04, 0.29, -0.43], [-0.45, 0.74, -0.52], [-0.25, 0.17, 0.69], [-0.05, 0.15, -0.32], [-0.19, -0.31, 0.93], [0.56, 0.74, 0.16], [0.07, 0.25, -0.01], [-0.23, 0.13, 0.01]], "s2": 0.78, "relative_energy_kcal_mol": 10.7, "orbital_gap_ev": [4.5025, 8.0771], "charge": -1, "multiplicity": 2, "max_force_ev_per_a": 3.63, "energy_ev": -184353.023, "lumo_energy_ev": [2.25, 2.24]}


{"formula": "C28H33N2OTi", "method": "ωB97M-V/def2-TZVPD", "species": ["C", "C", "C", "H", "C", "C", "H", "C", "C", "C", "H", "C", "C", "H", "H", "H", "H", "H", "H", "Ti", "C", "C", "C", "H", "H", "H", "H", "H", "H", "C", "C", "H", "H", "O", "N", "C", "H", "C", "C", "H", "C", "H", "C", "H", "C", "H", "C", "H", "H", "H", "C", "C", "C", "C", "C", "C", "N", "H", "H", "H", "H", "H", "H", "H", "H"], "coordinates": [[2.970, -0.429, 2.931], [2.668, -1.141, 1.721], [1.917, -0.257, 0.858], [2.980, -2.159, 1.498], [1.757, 0.988, 1.539], [2.418, 0.890, 2.807], [1.248, 1.866, 1.142], [-1.235, -1.988, 2.428], [-0.042, -2.653, 1.921], [0.078, -2.262, 0.542], [0.585, -3.371, 2.465], [-1.115, -1.585, 0.132], [-1.839, -1.308, 1.324], [1.570, -0.442, -0.159], [2.564, 1.718, 3.496], [3.561, -0.804, 3.769], [-2.784, -0.761, 1.366], [0.854, -2.612, -0.138], [-1.673, -2.138, 3.427], [0.716, -0.699, 2.602], [-1.714, -1.621, -1.274], [-3.040, -2.415, -1.150], [-0.786, -2.368, -2.232], [-2.877, -3.425, -0.753], [-3.523, -2.529, -2.128], [-3.755, -1.909, -0.488], [-0.559, -3.374, -1.854], [0.148, -1.815, -2.371], [-1.269, -2.483, -3.208], [-2.134, -0.237, -1.909], [-1.132, 0.767, -2.483], [-2.751, 0.304, -1.170], [-2.789, -0.505, -2.761], [-0.381, 1.464, -1.793], [-1.129, 0.939, -3.856], [-0.159, 1.963, -4.316], [-2.040, 0.986, -4.307], [1.216, 1.440, -4.032], [2.160, 2.169, -3.302], [1.867, 3.130, -2.865], [3.452, 1.665, -3.119], [4.181, 2.228, -2.525], [3.806, 0.419, -3.668], [4.820, 0.009, -3.521], [2.843, -0.324, -4.370], [3.072, -1.329, -4.739], [1.560, 0.195, -4.561], [0.800, -0.370, -5.111], [-0.305, 2.912, -3.781], [-0.333, 2.100, -5.393], [-1.636, 1.944, 1.114], [-1.443, 1.780, 2.557], [-2.113, 2.448, 3.603], [-1.596, 1.922, 4.818], [-0.642, 0.957, 4.479], [0.203, 0.125, 5.360], [-0.573, 0.865, 3.110], [-0.789, 1.636, 0.483], [-1.842, 3.008, 0.926], [-2.521, 1.381, 0.778], [-2.877, 3.197, 3.438], [-1.864, 2.175, 5.842], [-0.356, -0.060, 6.291], [0.465, -0.879, 4.943], [1.134, 0.660, 5.623]], "atomic_forces_ev_per_a": [[0.23, 0.36, -0.53], [0.86, 0.92, -0.19], [1.23, 0.71, -0.47], [-0.21, 0.23, 0.08], [1.15, -0.47, -0.13], [0.49, -0.48, -0.64], [0.12, -0.41, 0.25], [-0.14, -0.82, -0.78], [-0.98, -0.33, -0.39], [-1.27, -1.22, 0.36], [-0.30, 0.39, -0.33], [0.51, -0.17, 0.86], [0.21, -0.96, 0.23], [0.22, 0.06, 0.49], [-0.36, -0.37, 0.09], [-0.27, 0.14, -0.32], [0.37, -0.17, 0.13], [-0.17, 0.09, 0.31], [0.28, 0.32, -0.55], [-1.51, 1.39, -0.15], [0.10, 0.50, 0.27], [-0.13, -0.02, -0.16], [-0.02, 0.00, -0.11], [0.17, 0.29, 0.04], [0.04, 0.04, -0.06], [0.24, -0.07, -0.10], [-0.03, 0.32, -0.04], [-0.01, -0.12, -0.01], [0.05, 0.07, -0.02], [-0.47, -0.07, -0.43], [0.48, 0.64, 1.72], [0.31, -0.15, -0.23], [0.06, 0.12, 0.34], [-0.76, -1.26, -0.71], [-0.04, 0.72, -0.37], [-0.70, -0.33, 0.34], [0.31, -0.37, 0.21], [0.82, 0.05, -0.46], [0.09, -0.18, -0.17], [0.13, -0.39, -0.10], [0.02, -0.29, -0.18], [-0.32, -0.23, -0.28], [-0.21, 0.01, 0.12], [-0.67, 0.28, -0.05], [0.06, 0.15, 0.20], [0.04, 0.41, 0.05], [0.37, -0.04, 0.11], [0.31, 0.13, 0.22], [-0.05, -0.14, -0.19], [0.15, 0.02, 0.28], [-0.27, 0.33, -0.87], [0.37, -0.40, 2.38], [0.70, -0.58, -0.67], [0.22, -0.31, 0.26], [-1.53, 1.09, -1.22], [0.23, -0.25, 0.78], [-0.42, 0.69, 0.74], [-0.37, 0.05, 0.39], [0.03, -0.19, -0.21], [0.18, 0.10, -0.12], [0.03, 0.04, 0.22], [-0.05, 0.09, -0.25], [0.27, -0.06, -0.11], [-0.05, 0.56, 0.25], [-0.15, -0.47, -0.08]], "s2": 2.01, "orbital_gap_ev": [4.6142, 5.9444], "charge": -1, "multiplicity": 3, "max_force_ev_per_a": 2.44, "energy_ev": -57714.323, "lumo_energy_ev": [2.54, 2.54]}


{"formula": "C28H33N3P2Tc", "method": "ωB97M-V/def2-TZVPD", "species": ["Tc", "N", "P", "C", "C", "C", "C", "C", "C", "C", "C", "C", "C", "C", "C", "P", "C", "C", "C", "C", "C", "C", "C", "C", "C", "C", "C", "C", "H", "H", "H", "H", "H", "H", "H", "H", "H", "H", "H", "H", "H", "H", "H", "H", "H", "H", "H", "H", "H", "C", "C", "C", "C", "N", "H", "H", "H", "H", "H", "H", "H", "H", "H", "N", "H", "H", "H"], "coordinates": [[-1.484, -0.533, -0.392], [0.429, 1.018, 1.276], [-0.096, -0.547, 1.641], [1.278, -1.652, 1.917], [1.616, -2.566, 0.921], [2.725, -3.382, 1.080], [3.496, -3.276, 2.230], [3.162, -2.364, 3.225], [2.051, -1.552, 3.076], [-1.048, -0.452, 3.162], [-1.718, 0.728, 3.494], [-2.553, 0.757, 4.603], [-2.733, -0.387, 5.368], [-2.077, -1.566, 5.032], [-1.236, -1.604, 3.930], [-0.002, 1.337, -0.333], [-0.714, 2.972, -0.438], [-2.102, 3.105, -0.397], [-2.682, 4.362, -0.380], [-1.872, 5.490, -0.403], [-0.490, 5.367, -0.448], [0.095, 4.110, -0.467], [1.475, 1.317, -1.343], [2.606, 0.608, -0.947], [3.695, 0.518, -1.804], [3.651, 1.126, -3.049], [2.523, 1.838, -3.445], [1.435, 1.936, -2.597], [0.990, 1.622, 1.868], [1.011, -2.636, 0.025], [2.987, -4.099, 0.314], [4.361, -3.913, 2.356], [3.766, -2.292, 4.119], [1.783, -0.852, 3.859], [-1.573, 1.627, 2.907], [-3.055, 1.676, 4.873], [-3.379, -0.359, 6.235], [-2.211, -2.453, 5.636], [-0.710, -2.519, 3.685], [-2.737, 2.223, -0.407], [-3.758, 4.465, -0.360], [-2.323, 6.473, -0.394], [0.134, 6.250, -0.473], [1.172, 4.016, -0.512], [2.644, 0.128, 0.023], [4.579, -0.022, -1.494], [4.501, 1.055, -3.714], [2.500, 2.323, -4.412], [0.561, 2.502, -2.900], [0.810, -1.861, -2.992], [-0.681, -1.585, -3.178], [-1.465, -2.877, -3.412], [-0.926, -0.580, -4.307], [-1.228, -0.974, -1.969], [1.225, -2.207, -3.939], [0.970, -2.644, -2.251], [1.346, -0.960, -2.690], [-1.076, -3.362, -4.307], [-2.524, -2.673, -3.563], [-1.343, -3.565, -2.574], [-0.578, -1.020, -5.241], [-0.372, 0.341, -4.132], [-1.986, -0.350, -4.405], [-3.008, -1.749, 0.656], [-2.644, -2.614, 1.048], [-3.793, -2.000, 0.058], [-3.403, -1.240, 1.449]], "atomic_forces_ev_per_a": [[-0.21, 0.09, 0.05], [0.06, 0.06, 0.03], [0.19, -0.01, 0.15], [-0.01, -0.01, -0.08], [0.01, 0.00, 0.01], [0.01, -0.01, 0.00], [0.00, 0.00, -0.01], [-0.01, 0.01, 0.01], [-0.01, 0.00, 0.02], [-0.03, 0.02, -0.01], [0.00, 0.01, 0.00], [0.00, 0.00, 0.00], [0.00, 0.00, 0.00], [0.00, 0.00, 0.00], [0.00, 0.00, -0.01], [-0.03, 0.06, 0.00], [-0.05, 0.00, 0.08], [0.00, -0.04, -0.04], [0.02, 0.05, -0.01], [-0.05, -0.01, 0.00], [0.05, -0.03, 0.00], [0.00, 0.01, 0.01], [-0.04, 0.09, -0.09], [0.03, 0.02, 0.01], [-0.01, -0.01, 0.08], [-0.02, 0.03, -0.04], [0.04, -0.02, -0.01], [-0.01, -0.02, 0.06], [0.01, -0.02, -0.01], [-0.02, -0.01, -0.04], [0.00, 0.00, 0.00], [0.00, 0.00, 0.00], [0.00, 0.00, 0.00], [0.00, 0.00, 0.00], [0.00, 0.00, 0.00], [0.00, 0.00, 0.00], [0.00, 0.00, 0.00], [0.00, 0.00, 0.00], [0.01, 0.00, 0.00], [0.01, 0.00, 0.01], [0.00, 0.00, 0.00], [0.00, 0.00, 0.00], [0.00, 0.00, 0.00], [0.02, 0.01, 0.00], [0.01, -0.01, 0.01], [0.00, 0.00, 0.00], [0.00, 0.00, 0.00], [0.00, 0.00, 0.00], [0.01, -0.01, -0.01], [-0.04, 0.06, 0.01], [0.14, -0.01, -0.13], [0.00, 0.01, 0.04], [0.00, -0.01, 0.02], [-0.01, -0.19, -0.11], [-0.01, -0.01, -0.01], [0.02, -0.01, 0.04], [-0.04, -0.07, -0.05], [-0.01, 0.00, -0.01], [0.00, -0.01, 0.00], [0.00, -0.01, 0.00], [0.00, 0.01, -0.01], [0.02, 0.02, 0.00], [0.00, 0.00, 0.00], [-0.03, 0.01, 0.04], [0.00, -0.01, -0.02], [0.01, 0.01, -0.01], [0.00, -0.01, 0.00]], "s2": 0.76, "relative_energy_kcal_mol": 0.0, "orbital_gap_ev": [7.8814, 7.5258], "charge": 2, "multiplicity": 2, "max_force_ev_per_a": 0.24, "energy_ev": -54805.547, "lumo_energy_ev": [-6.63, -7.19]}


Which of these has the highest charge? C28H33N3P2Tc


What is the charge in the first record? -1


What is the formula in the second record? C28H33N2OTi